No. 1
{
  "formula": "C28H39MgNO3Si3",
  "method": "ωB97M-V/def2-TZVPD",
  "homo_lumo_gap_ev": 8.48,
  "elements": ["H", "C", "H", "Si", "C", "H", "H", "H", "H", "H", "Mg", "H", "C", "C", "H", "H", "H", "C", "H", "H", "C", "C", "H", "O", "C", "C", "C", "C", "H", "H", "C", "H", "C", "Si", "H", "H", "H", "C", "H", "H", "C", "C", "C", "H", "H", "H", "H", "C", "C", "H", "H", "Si", "H", "C", "C", "C", "N", "O", "H", "C", "H", "H", "C", "C", "C", "C", "H", "C", "H", "H", "H", "H", "O", "H", "H"],
  "coordinates": [[0.80023, 1.63863, -3.17133], [-2.33496, -0.06586, 4.85101], [-0.02053, 5.93490, -1.19926], [2.48743, 1.65713, 0.02069], [-6.79183, -1.68864, -0.48149], [4.10601, 2.90230, -1.43201], [4.93301, -0.29488, 1.10098], [1.28038, -2.41024, 1.62055], [-3.91090, -0.35707, -1.70051], [4.01449, -0.57475, -4.30111], [-0.06486, -0.14155, -0.64531], [2.38107, 2.42267, -3.11924], [1.11338, -1.35523, -3.19078], [1.84346, 1.50747, -3.42944], [-6.27968, -0.83045, -2.31408], [2.87129, -2.43477, 2.36161], [-2.12719, 4.70018, -1.67799], [-0.09979, 4.85007, -1.06811], [4.45512, -1.52403, -2.85099], [3.29351, -3.73751, 0.01986], [-6.29018, -2.10140, 0.72506], [4.81810, -1.09450, 0.34459], [-6.95829, -2.53503, 1.44395], [-2.22529, -3.41148, 0.60379], [2.05986, 0.01796, -0.69539], [2.32513, 1.71348, 1.90960], [-5.87610, -1.11099, -1.35936], [4.07131, -0.55674, -3.20860], [1.84855, -0.92315, 2.43093], [5.23492, -0.78358, -0.60753], [1.00879, 4.13759, -0.64064], [-2.17206, 2.20519, -1.23220], [4.12371, 2.48864, -0.39752], [2.36515, -0.09861, -2.54372], [-2.27364, 0.10693, 5.93787], [-0.78571, -2.03996, 2.55196], [1.18149, -1.62146, -4.26353], [-4.55182, -0.85920, -1.00842], [0.10028, -0.94162, -3.13950], [3.13578, -3.22035, -1.67803], [-3.32454, 0.49569, 4.06793], [-2.46925, -0.72579, 2.15734], [-1.39137, -0.95595, 4.28743], [1.69370, -3.40108, -0.60109], [-4.58067, -2.33166, 2.05539], [4.86807, 0.16934, -2.96393], [1.33455, 1.26629, 2.07846], [-4.08022, -1.25128, 0.24841], [1.00402, 2.74525, -0.56398], [-0.65965, -1.47378, 4.86263], [-2.36868, 0.87411, 0.48981], [2.95656, -1.39168, 0.13124], [-4.12993, 0.62796, 2.09473], [-1.26139, 2.80586, -1.10705], [-3.38396, 0.16460, 2.73111], [2.73318, -3.07787, -0.65699], [-0.20111, 2.10587, -0.72488], [-2.06193, 0.10797, -0.01095], [1.93234, 4.68541, -0.42343], [2.16754, -1.78698, 1.81061], [1.95528, 1.43998, -4.51686], [5.24959, -2.04644, 0.69623], [-2.63426, -1.06263, 0.66435], [-4.95002, -1.96535, 1.05024], [-1.46787, -1.31157, 2.94694], [-1.76851, -2.31737, 0.30405], [-7.82660, -1.83766, -0.77155], [-1.27380, 4.18070, -1.29920], [4.94211, 1.75376, -0.30134], [3.05114, 1.11298, 2.50221], [2.21783, 2.71342, 2.32461], [1.03648, -2.30683, -2.67342], [-0.68202, -1.99587, -0.29488], [4.34452, 3.26633, 0.32959], [-4.06072, 1.15414, 4.50986]]
}

***

No. 2
{
  "formula": "C42H59NOP2SSiSr",
  "method": "ωB97M-V/def2-TZVPD",
  "homo_lumo_gap_ev": 6.56,
  "relative_energy_kj_mol": 61.66,
  "elements": ["C", "C", "H", "H", "C", "H", "H", "C", "C", "H", "C", "H", "H", "S", "H", "H", "C", "H", "H", "C", "H", "H", "C", "H", "C", "H", "H", "H", "H", "C", "H", "C", "H", "C", "C", "C", "C", "C", "C", "O", "H", "H", "H", "N", "H", "H", "H", "C", "Si", "H", "H", "H", "P", "C", "C", "C", "H", "C", "C", "C", "C", "C", "C", "C", "C", "H", "C", "C", "C", "H", "H", "C", "H", "H", "H", "H", "H", "C", "H", "H", "H", "H", "H", "H", "H", "C", "H", "H", "C", "H", "H", "H", "C", "C", "H", "P", "H", "C", "H", "H", "H", "H", "C", "C", "H", "Sr", "H", "H"],
  "coordinates": [[-0.39764, 0.32211, -2.31458], [-2.94476, -2.54828, 2.89474], [-2.67754, -2.16463, -3.51017], [-0.72718, -4.21128, 1.81332], [-5.74961, -0.83831, -1.65474], [4.29438, 0.34014, 2.54652], [2.37391, 1.69360, 0.61221], [2.17564, -1.55112, 0.34020], [-0.09510, 1.82274, -4.95318], [-1.27740, -2.60595, 4.77096], [4.80307, 2.20793, 1.61638], [5.87844, 2.02685, 1.67351], [-3.33409, -2.08234, 3.79998], [-3.52763, 3.81775, 0.80356], [3.78812, -1.70319, -2.71907], [2.52662, 4.00657, 3.50280], [-5.84861, -0.91159, -3.18734], [2.21391, 1.56012, 3.63554], [2.45846, -3.59440, -1.70804], [1.12598, -1.05760, 2.96844], [-1.57626, 3.12004, -4.03790], [-4.91948, -2.84554, -3.26779], [3.46152, -3.35157, -1.34536], [4.57934, 2.63893, 3.70637], [4.04419, 0.88056, 1.62903], [-1.46656, 2.17076, -1.79404], [-2.07318, 1.44910, -4.14628], [3.00708, -2.65078, 2.02267], [-3.55511, 0.48275, -2.33713], [-0.45664, -4.32954, -1.54241], [2.62184, 3.92272, 1.75116], [-1.16035, -2.55042, 0.52893], [-2.60472, -3.55197, 3.16306], [-1.21466, 2.09550, -3.94087], [-0.57374, 6.74034, 2.63667], [2.13759, -1.09641, 3.92842], [-3.38058, -1.33226, -3.48429], [2.53411, 1.12971, 1.54526], [3.54995, -3.63024, 0.16747], [-0.95910, 3.25755, 2.12183], [1.63225, 1.01976, -3.90957], [4.90199, 4.06219, 2.73105], [-3.54331, 6.68231, 1.01132], [-1.25662, 4.55280, 2.08442], [-3.10516, -0.65979, -4.30112], [-3.78469, -2.66220, 2.20491], [-5.69129, 0.08021, -3.62276], [-0.72302, 1.82878, -2.52295], [-1.63799, -1.44047, 2.03561], [-0.88875, -0.65147, -4.21007], [0.49328, -2.62446, 6.44575], [1.36122, -2.25848, 0.13347], [1.32248, -0.25769, 1.33543], [-0.13944, -1.61358, 3.24231], [-0.77284, -3.87223, 0.78569], [2.84768, 3.37358, 2.67241], [-0.18598, -5.00109, -2.34590], [-4.32529, -1.12399, -1.16362], [-3.28292, -0.56676, -2.15082], [4.34985, 3.12047, 2.74974], [3.28318, -2.36912, 1.00342], [-1.74331, 7.22064, 2.03464], [1.92462, -1.64921, 5.17929], [-2.63072, 6.34338, 1.48021], [2.65350, -0.99618, -1.02064], [-4.18209, -0.70952, -0.16000], [-0.36193, 5.39538, 2.64360], [-0.00727, -0.33371, -3.65111], [3.74017, -1.88312, -1.64328], [-4.93905, -2.02593, -4.81191], [-1.94719, 8.28125, 2.00751], [-0.83386, -3.03017, -1.82992], [2.82355, -4.39890, 0.43934], [4.53509, -4.02887, 0.41855], [-0.83424, -2.71675, -2.86164], [0.15220, 7.39308, 3.09311], [-0.52398, 1.61239, -5.93491], [-1.18463, -2.12597, -0.81645], [4.61788, 2.71038, 0.66018], [0.58296, -1.23083, -3.46441], [0.51396, 2.72195, -5.06801], [-6.06190, 0.14980, -1.30922], [2.72058, -1.66039, 5.91186], [4.72119, -1.61030, -1.24312], [4.19814, -1.77641, 1.08009], [2.06916, 2.06102, 2.67485], [0.49183, 4.89615, 3.07222], [0.17423, 2.42632, -2.33928], [-4.79956, -1.86691, -3.74068], [4.15149, -3.99611, -1.89231], [1.00005, 2.26544, 2.59362], [-4.15662, -2.19983, -1.05999], [0.79043, 0.65003, -4.50354], [-0.32331, -2.16985, 4.51827], [4.37845, 0.25566, 0.80011], [-1.69965, -0.39826, -1.22470], [-0.13398, -5.76952, 0.01715], [-0.42646, -4.75504, -0.22082], [3.03116, 0.02466, -0.92308], [-6.43793, -1.55555, -1.20231], [0.47639, 0.25963, -1.65434], [-6.85224, -1.21947, -3.48571], [-2.41399, 4.94988, 1.49002], [0.67954, -2.18582, 5.47420], [3.11148, -0.68139, 3.70319], [-1.97927, 1.46215, 1.39312], [1.22449, 0.14656, -5.36859], [1.80175, -0.94889, -1.69972]]
}

***

No. 3
{
  "formula": "C21H53ClN4O2SbSi3W",
  "method": "ωB97M-V/def2-TZVPD",
  "spin_multiplicity": 3,
  "s2": 2.081,
  "homo_lumo_gap_ev": [4.78, 6.38],
  "relative_energy_kj_mol": 634.65,
  "total_charge": 3,
  "elements": ["H", "H", "H", "H", "N", "H", "H", "C", "C", "C", "H", "C", "H", "H", "C", "C", "C", "Si", "N", "H", "H", "H", "C", "Si", "H", "H", "C", "H", "H", "C", "H", "C", "H", "N", "H", "H", "H", "H", "C", "H", "H", "H", "H", "H", "H", "H", "H", "H", "C", "H", "H", "O", "O", "Sb", "H", "H", "W", "C", "H", "H", "H", "H", "H", "H", "C", "H", "H", "C", "C", "C", "H", "H", "Cl", "H", "H", "H", "C", "H", "C", "H", "H", "H", "N", "H", "Si", "C"],
  "coordinates": [[-0.49233, 3.96138, -0.85545], [-1.92760, -1.66825, -4.10996], [1.36938, 1.06974, -4.18138], [-2.53242, -3.48419, -0.80170], [-0.09721, 0.19397, -2.90519], [-3.85083, 3.01520, -0.36368], [1.47625, -3.99982, -1.24687], [-1.00539, 1.00591, 5.41372], [0.27449, -4.19088, 1.62042], [2.26275, 0.41679, -2.35601], [-0.95709, 4.39032, 3.24905], [-1.35203, 3.43084, 2.93021], [-0.76967, 0.36203, 6.25643], [0.93777, -1.64972, 4.18104], [2.66238, -2.73244, -2.54872], [-2.33181, -2.95463, -1.74166], [1.25966, 0.22863, -3.48952], [2.24790, 2.71850, 1.57568], [0.15057, -2.62710, -2.17076], [3.14714, 3.82160, 3.56726], [-1.17989, -3.70146, -3.44437], [3.28008, 0.42697, -2.75377], [-2.92227, -0.65182, -2.46101], [-0.91246, 0.00012, 3.80876], [1.44692, -0.68179, -4.06600], [-3.25188, -0.44712, 3.00701], [-1.07391, 4.55436, -0.16087], [-1.57044, 1.35577, -3.89258], [3.17929, -2.27782, -0.50705], [0.78319, -0.81594, 3.50051], [-0.42052, 5.29647, 0.28750], [-2.36112, -1.04818, 3.17159], [-2.72710, -1.32865, -0.58384], [2.11072, -0.62892, -1.29917], [-0.15198, 1.09348, -2.41817], [-2.18932, 3.19375, 3.58313], [-4.39287, 3.51165, 1.22756], [-3.81648, 1.86956, 0.98194], [2.17201, 3.39802, 3.33638], [2.17924, 4.88529, 0.37860], [-2.09829, -1.53597, 2.22827], [3.45464, -3.47389, -2.65961], [0.20475, -2.05322, -3.02971], [2.41874, -0.15980, -0.42897], [2.47221, 0.18970, 1.47412], [3.41397, 3.85790, -0.31282], [1.60113, -0.11899, 3.65628], [-3.02369, -0.38681, -4.57955], [-1.14087, 0.35213, -3.96877], [-3.17953, -3.14150, -2.40981], [-2.00512, 1.39378, 5.57667], [-1.00324, -2.46085, 0.50823], [1.17704, -2.21734, 0.42402], [-0.55147, 0.89438, 0.34537], [1.23476, -4.39872, 2.07850], [-0.68939, 0.26563, -4.96012], [-0.06719, -1.27271, -0.47791], [3.15871, 1.04090, 1.45424], [-0.59439, 2.66515, 3.06853], [-0.82419, -4.49181, -1.90836], [-2.62803, -1.83020, 3.88009], [1.43777, 4.18918, 3.44962], [3.80892, 0.93541, 2.31918], [-0.31540, 1.84479, 5.45125], [-1.04056, -3.52417, -2.37322], [0.84854, -1.21817, 2.47864], [2.58231, -2.22881, -3.51455], [-2.26870, -0.66617, -3.84257], [1.38355, -3.49467, -2.21803], [3.08906, -1.74972, -1.46572], [-3.95953, -0.99435, -2.54634], [1.71460, 3.60939, -0.72405], [0.10244, -5.46180, 0.22953], [1.96487, 2.62560, 4.07401], [2.08065, 1.39390, -1.89366], [-2.93951, 0.37555, -2.07536], [-3.65620, 2.90889, 0.70405], [-0.56031, -4.43377, 2.27022], [0.15775, -2.84236, 1.09281], [1.24457, -4.26488, -2.98459], [4.07684, -1.34740, -1.70904], [3.80325, 0.98440, 0.57972], [-2.20107, -1.49859, -1.45957], [-1.82839, 5.08896, -0.73379], [-1.90862, 3.47439, 1.13429], [2.39950, 3.86502, 0.07940]]
}

***

| no. | largest force on an atom (eV Å⁻¹) | E (eV) |
| --- | --- | --- |
| 1 | 2.0 | -66385.1660 |
| 2 | 1.6 | -86177.1623 |
| 3 | 12.3 | -77183.3337 |